The following is a quantum chemistry calculation of a 2-piece molecular cluster, C7H15NSSi overall in a non-equilibrium geometry, from the Open Molecules 2025 dataset.

As for the structure (SMILES): [H]/N=C/C1C=C1.C[Si](C)(C)S. Its electronic energy is -1018.049478 hartree. The value obtained for the largest force on an atom is 3.4 eV/Å. For the HOMO-LUMO gap, the calculation gives 9.48 eV.

Geometry as ORCA input:
```
! RIJCOSX wB97M-V def2-TZVPD def2/J DEFGRID3
* xyz 0 1
C 2.39133 -0.87515 -0.60977
H 4.46129 1.84552 -0.49239
H 3.62891 -0.75280 1.12042
H 0.76998 1.24499 -0.91958
C -2.48827 -0.68463 -1.41657
H -3.74204 0.30892 1.47651
C 3.79741 1.28986 0.08487
C -0.63969 -1.21275 1.07725
Si -1.56551 0.08679 0.15975
C 3.23764 -0.12049 0.32432
H 1.91940 1.60121 1.35867
N 1.69765 -0.28705 -1.46676
H -0.14040 -0.63085 1.80756
S -0.42620 1.88805 -0.35478
H 0.16199 -1.55834 0.45799
H -2.95225 1.66301 1.63152
H 1.07606 -0.75490 -2.02328
H 2.47710 -1.99357 -0.47901
H -2.99825 0.09215 -2.04659
H -1.95534 -1.38866 -2.03526
H -3.67840 1.37272 0.11960
C 2.68093 1.18845 0.72777
H -3.20052 -1.29327 -0.84035
C -3.10309 0.87788 0.93197
H -1.40972 -1.90711 1.40614
*
```